Density functional theory data (the ωB97M-V functional and the def2-TZVPD basis) for a molecular structure, C43H46Cl5CrN2O7S2.

Summary:
Multiplicity: 2
Energy, Ha: -6444.187759

Structure (XYZ):
```
106
Properties=species:S:1:pos:R:3:lowdin_charge:R:1
Cr 0.35920 1.56431 -0.15830 0.494
C -4.30157 -2.04828 1.19521 0.027
C -2.96860 -2.73423 0.90865 -0.560
C -3.06330 -4.22503 1.21596 0.017
O -1.94408 -2.16043 1.69948 -0.007
C -1.23306 -1.21195 0.92396 -0.154
C -1.51660 -1.61875 -0.53039 -0.130
O -2.57354 -2.55928 -0.44316 0.006
C -1.83234 -0.39168 -1.45106 -0.359
O -1.09092 0.70242 -1.03552 -0.260
C -3.33040 -0.07548 -1.34885 -0.154
C -3.74571 1.04071 -0.63641 -0.071
C -5.09444 1.34473 -0.50898 -0.087
C -6.04579 0.52921 -1.10042 -0.092
C -5.63886 -0.58524 -1.82086 -0.081
C -4.29268 -0.88708 -1.94490 -0.044
C -1.40909 -0.65572 -2.91325 -0.108
C -0.23045 -1.33480 -3.21705 -0.042
C 0.22273 -1.44031 -4.52459 -0.089
C -0.48558 -0.84679 -5.55713 -0.090
C -1.64177 -0.14187 -5.26589 -0.065
C -2.09180 -0.03835 -3.95935 -0.019
C 0.27969 -1.21286 1.32501 -0.379
O 0.94942 -0.08177 0.85566 -0.307
C 0.89981 -2.50398 0.75929 -0.144
C 0.42852 -3.76730 1.12301 -0.031
C 0.97835 -4.91556 0.57406 -0.058
C 2.03200 -4.83737 -0.32621 -0.086
C 2.51889 -3.59296 -0.68725 -0.079
C 1.94545 -2.44653 -0.15327 -0.060
C 0.34944 -1.19572 2.86997 -0.114
C -0.30818 -0.17792 3.55598 -0.019
C -0.26726 -0.09659 4.93782 -0.068
C 0.45052 -1.03025 5.67203 -0.096
C 1.13660 -2.02930 5.00281 -0.086
C 1.08661 -2.11042 3.61677 -0.047
H -4.59470 -2.26695 2.22224 0.094
H -5.05861 -2.41411 0.50423 0.091
H -4.20850 -0.97068 1.07188 0.079
H -3.02376 -4.36544 2.29599 0.095
H -2.23271 -4.75283 0.75007 0.077
H -3.99866 -4.62413 0.82773 0.089
H -1.62437 -0.20356 1.10237 0.133
H -0.65361 -2.14533 -0.93429 0.129
H -2.99813 1.68532 -0.19833 0.066
H -5.39652 2.22509 0.04529 0.103
H -7.09839 0.76455 -1.00507 0.099
H -6.37654 -1.22068 -2.29558 0.103
H -3.98050 -1.75601 -2.50860 0.127
H 0.34894 -1.80665 -2.43016 0.095
H 1.13341 -1.99010 -4.73717 0.096
H -0.13301 -0.93029 -6.57714 0.099
H -2.19338 0.34490 -6.05994 0.107
H -2.98284 0.53600 -3.74874 0.116
H -0.37211 -3.84283 1.84122 0.115
H 0.58330 -5.88311 0.85824 0.108
H 2.46985 -5.73781 -0.73692 0.101
H 3.34833 -3.51253 -1.38087 0.098
H 2.31591 -1.47149 -0.42863 0.062
H -0.86457 0.56447 3.00352 0.071
H -0.80262 0.69784 5.44263 0.104
H 0.47590 -0.97607 6.75262 0.099
H 1.71502 -2.75696 5.55904 0.101
H 1.62780 -2.90863 3.12898 0.105
Cl -1.04225 2.63548 1.41412 0.891
C -0.15118 3.94163 2.12213 -0.576
C -0.82488 4.86829 2.89406 -0.097
C -0.12817 5.92141 3.45739 -0.082
C 1.23708 6.03467 3.24920 -0.112
C 1.89209 5.09819 2.47238 -0.676
Cl 3.59623 5.26119 2.23406 0.675
C 1.22032 4.02199 1.86724 -0.643
S 2.07381 2.87887 0.87127 0.684
H -1.89155 4.76692 3.04357 0.111
H -0.64634 6.65878 4.05365 0.107
H 1.79274 6.85292 3.68511 0.105
Cl -1.03071 5.77399 -2.47781 0.604
C -1.44066 4.17797 -3.12406 -1.498
Cl -1.45580 4.24475 -4.88589 0.608
Cl -3.04890 3.70701 -2.55020 0.645
C -0.41026 3.10747 -2.60654 -0.770
O 0.07172 2.35966 -3.44820 -0.004
O -0.18892 3.18661 -1.36140 -0.181
C 4.15766 -0.82726 2.47818 -0.195
S 3.90136 0.36589 1.16198 0.994
C 4.91478 1.65937 1.89677 -0.257
O 5.00116 -0.20412 0.14757 -0.356
H 5.22581 -0.91279 2.66449 0.071
H 3.75478 -1.77932 2.14789 0.056
H 3.62011 -0.48255 3.36008 0.075
H 4.49657 1.92528 2.86529 0.071
H 4.87246 2.52731 1.24470 0.026
H 5.93343 1.28760 1.98553 0.069
N 3.97999 -0.42012 -2.69911 0.008
C 3.56720 0.90624 -3.20430 -0.214
C 2.77426 1.65260 -2.13468 -0.235
N 1.60650 0.89409 -1.67711 -0.018
H 4.71240 -0.81314 -3.27896 0.089
H 3.19853 -1.06871 -2.73762 0.065
H 4.68216 -0.33309 -0.84205 0.087
H 2.96047 0.82202 -4.11002 0.119
H 4.46949 1.47101 -3.43815 0.119
H 2.40691 2.58664 -2.55732 0.122
H 3.41825 1.89371 -1.28740 0.068
H 1.83984 -0.06660 -1.46412 0.050
H 0.92533 0.90860 -2.44923 0.073
```

Density functional theory data (the ωB97M-V functional and the def2-TZVPD basis) for a molecular structure, C43H47F2N10O8RuSSi2.

Summary:
Multiplicity: 5
Net charge: -1
Relative energy (zero: lowest compared OMol25 entry of this formula, charge and spin), eV: 0.056

Structure (XYZ):
```
114
Properties=species:S:1:pos:R:3:lowdin_charge:R:1
Ru -0.33992 0.24201 -0.09840 1.187
F -5.28778 1.98017 -1.54763 0.043
C -4.24914 1.13600 -1.77477 -0.273
C -3.11277 1.23482 -1.00171 -0.123
C -2.03146 0.37951 -1.22104 -0.284
C -2.13962 -0.57368 -2.26477 -0.141
C -3.31495 -0.64683 -3.01033 -0.215
F -3.46707 -1.58411 -3.98298 0.046
C -4.38147 0.19523 -2.78382 0.044
C -0.99544 -1.46409 -2.36107 -0.218
C -0.76592 -2.45553 -3.31465 -0.011
C 0.35959 -3.25281 -3.21904 -0.067
C 1.24823 -3.03366 -2.17166 -0.062
C 0.97881 -2.02487 -1.26952 -0.134
N -0.10316 -1.25416 -1.36457 -0.072
H -3.09232 1.94517 -0.18469 0.108
H -5.29403 0.11109 -3.34945 0.120
H -1.46452 -2.60661 -4.11757 0.103
H 0.55173 -4.03260 -3.94142 0.102
H 2.13487 -3.63450 -2.04789 0.106
H 1.67181 -1.78823 -0.46694 0.095
S -2.74806 -0.77660 1.41315 0.781
C -2.97945 -0.32563 2.99190 -0.808
N -2.26566 0.52153 3.72806 0.039
C -2.77604 0.63475 5.07604 -0.140
C -3.85445 -0.46583 5.13240 -0.153
N -3.98429 -0.84086 3.74292 0.003
H -1.69218 1.27635 3.34704 0.080
H -3.19077 1.63372 5.24212 0.118
H -1.96884 0.48084 5.79837 0.113
H -4.81090 -0.09925 5.51261 0.107
H -3.53923 -1.31885 5.74384 0.110
H -4.45244 -1.68220 3.45846 0.108
C -0.79891 -5.95278 1.33894 -0.192
Si -1.50986 -4.17710 1.45705 0.458
C -2.93758 -4.24807 2.74935 -0.177
C -2.26960 -3.82558 -0.25797 -0.180
C -0.22171 -2.94506 1.99387 -0.197
Si 0.92403 -3.01236 3.46236 0.493
C 1.64896 -4.75946 3.75446 -0.191
C 2.40945 -1.82417 3.32775 -0.156
C -0.04871 -2.54107 5.05643 -0.171
H -1.48032 -6.60456 0.80013 0.019
H -0.63513 -6.38502 2.31884 0.006
H 0.14837 -5.95784 0.81172 0.018
H -3.39808 -5.22976 2.80701 0.019
H -3.70910 -3.53049 2.49353 -0.012
H -2.56547 -3.99862 3.73712 0.006
H -3.20177 -4.36987 -0.39970 0.032
H -1.58916 -4.12298 -1.05191 0.016
H -2.48791 -2.76791 -0.37934 -0.029
H -0.23269 -1.99138 1.46221 -0.057
H 2.18453 -5.11290 2.88034 0.021
H 0.87339 -5.48439 3.97481 0.007
H 2.34570 -4.75146 4.58845 0.020
H 2.68040 -1.67613 2.28937 0.006
H 3.28628 -2.20505 3.84467 0.031
H 2.17575 -0.85060 3.74786 0.030
H -0.73194 -3.33290 5.34828 0.011
H -0.63653 -1.64620 4.88226 0.002
H 0.62033 -2.34626 5.89026 0.024
C 1.94977 4.14027 -0.82751 -0.025
C 1.50740 2.83106 -0.71271 -0.129
N 0.25434 2.47112 -0.96641 0.043
C -0.58662 3.38381 -1.41145 -0.069
C -0.23260 4.72305 -1.60934 -0.230
C 1.06361 5.10791 -1.26608 -0.020
C -1.22461 5.67480 -2.10485 -0.031
C -1.82350 5.65868 -3.30636 -0.032
C -1.51530 4.82506 -4.44392 -0.256
C -0.32174 4.10652 -4.62697 0.016
C -0.16844 3.43982 -5.82363 -0.137
N -1.10050 3.43214 -6.77650 0.073
C -2.19046 4.13472 -6.50678 -0.227
N -2.43847 4.83344 -5.42501 0.122
H 2.97647 4.38242 -0.59156 0.109
H 2.19447 2.04041 -0.45305 0.088
H -1.59410 3.05409 -1.62552 0.108
H 1.37537 6.13768 -1.37970 0.116
H -1.51159 6.44159 -1.39752 0.115
H -2.62473 6.35674 -3.50600 0.107
H 0.45515 4.10100 -3.88020 0.105
H 0.73998 2.89303 -6.04949 0.095
H -2.95370 4.13927 -7.27839 0.104
O 1.65481 0.57220 -2.12191 -0.104
N 2.23634 0.17362 -3.16425 -0.191
C 3.36451 -0.56994 -3.08723 -0.007
C 4.04564 -0.93797 -4.22139 -0.046
C 3.57960 -0.56399 -5.47518 -0.084
C 2.39526 0.15597 -5.53830 -0.062
C 1.74301 0.50252 -4.38039 -0.013
H 3.68135 -0.81936 -2.08159 0.110
H 4.94945 -1.51586 -4.11792 0.110
H 4.12226 -0.81488 -6.37194 0.098
H 1.97368 0.45735 -6.48464 0.105
H 0.82060 1.06395 -4.35591 0.124
O 5.69537 3.17301 4.28694 0.045
N 4.47468 3.23366 4.33366 -0.371
O 3.87464 3.89753 5.16731 0.053
C 3.72427 2.50102 3.38351 -0.175
C 4.37623 1.71684 2.43976 0.075
C 3.64337 0.92843 1.55630 -0.109
C 2.19556 0.87977 1.58518 -0.319
O 1.54305 0.04496 0.92151 -0.147
C 1.57381 1.84919 2.47814 -0.105
C 2.33404 2.58642 3.38683 0.072
N 0.21080 1.98183 2.53594 -0.337
O -0.33300 2.50404 3.55558 -0.074
O -0.59206 1.60072 1.60387 -0.215
N 4.35716 0.17593 0.61430 -0.329
O 3.80501 -0.74507 0.00291 0.014
O 5.53873 0.47247 0.40910 0.032
H 5.45360 1.68129 2.40549 0.122
H 1.84218 3.24544 4.08210 0.116
```